1.
The following is a quantum chemistry calculation of a structure of composition C11H10Si in a non-equilibrium geometry, from OMol25.

Structure (XYZ):
```
22
C11H10Si (wB97M-V/def2-TZVPD)
C -2.65 -0.64 3.29
C 0.05 -2.75 0.68
C -1.77 -0.10 2.68
C -0.21 -1.57 0.65
C -0.37 2.67 0.63
C -0.98 1.90 1.58
C 0.14 2.12 -0.60
C -1.00 0.50 1.62
C -0.43 -0.23 0.68
C 0.23 0.84 -0.89
C 1.63 -1.83 -2.22
Si 1.22 0.06 -2.31
H -3.35 -1.21 3.91
H 0.32 -3.83 0.60
H -0.36 3.75 0.74
H -1.44 2.48 2.37
H 0.66 2.85 -1.31
H 1.61 -2.22 -3.18
H 2.70 -1.93 -1.86
H 0.91 -2.40 -1.58
H 2.56 0.85 -2.00
H 0.54 0.67 -3.51
```

For the relative energy (zero: lowest compared OMol25 entry of this formula, charge and spin), the calculation gives 92.0 kcal/mol. As for the total charge: 0. The calculation puts the strongest force on any atom at 6.100 eV/Å. The orbital gap is 0.303 Eh. Its LUMO energy is -0.0026 Eh.

And the natural (NBO) charges, in e, turn out to be: atom 1 (C): -0.190, atom 2 (C): -0.247, atom 3 (C): -0.030, atom 4 (C): 0.019, atom 5 (C): -0.189, atom 6 (C): -0.159, atom 7 (C): -0.293, atom 8 (C): -0.175, atom 9 (C): -0.013, atom 10 (C): -0.325, atom 11 (C): -1.059, atom 12 (Si): 1.084, atom 13 (H): 0.243, atom 14 (H): 0.253, atom 15 (H): 0.216, atom 16 (H): 0.221, atom 17 (H): 0.220, atom 18 (H): 0.233, atom 19 (H): 0.249, atom 20 (H): 0.261, atom 21 (H): -0.166, atom 22 (H): -0.153

2.
The following is a quantum chemistry calculation of a structure of composition C11H11AuCl2O3PRh in a non-equilibrium geometry, from OMol25.

Structure (XYZ):
```
30
C11H11AuCl2O3PRh (wB97M-V/def2-TZVPD)
Rh 0.41 0.37 -6.31
Au 0.03 0.03 -2.45
Cl -0.61 2.19 -5.28
Cl 1.39 -0.05 -4.28
C -0.88 -0.36 -0.82
C -0.20 1.16 -7.83
C 0.80 -1.06 -7.43
O -1.45 -0.70 0.13
O -0.52 1.87 -8.70
O 0.96 -1.86 -8.23
C 2.26 2.41 1.86
P 1.17 0.95 2.03
C 2.03 0.01 3.37
C -0.24 1.57 3.02
C -0.91 0.76 3.95
C -2.03 1.24 4.62
C -2.56 2.51 4.30
C -1.92 3.30 3.33
C -0.80 2.82 2.67
H 3.07 2.10 1.19
H 2.67 2.72 2.82
H 1.71 3.22 1.38
H 2.07 0.62 4.28
H 1.46 -0.92 3.52
H 3.03 -0.25 3.02
H -0.49 -0.24 4.19
H -2.48 0.60 5.39
H -3.49 2.83 4.80
H -2.32 4.29 3.08
H -0.32 3.46 1.91
```

For the relative energy (zero: lowest compared OMol25 entry of this formula, charge and spin), the calculation gives 0.0 kcal/mol. As for the total charge: +4. The calculation puts the strongest force on any atom at 13.505 eV/Å. The orbital gap (spin up / spin down) is 0.274 / 0.182 Eh. Its LUMO energy (spin up / spin down) is -0.4630 / -0.6353 Eh. The multiplicity is 7.

And the natural (NBO) charges, in e, turn out to be: atom 1 (Rh): 0.883, atom 2 (Au): 0.606, atom 3 (Cl): 0.174, atom 4 (Cl): -0.282, atom 5 (C): 0.496, atom 6 (C): 0.431, atom 7 (C): 0.418, atom 8 (O): -0.322, atom 9 (O): -0.209, atom 10 (O): -0.189, atom 11 (C): -0.949, atom 12 (P): 1.340, atom 13 (C): -0.937, atom 14 (C): -0.152, atom 15 (C): -0.211, atom 16 (C): -0.102, atom 17 (C): 0.128, atom 18 (C): -0.088, atom 19 (C): -0.231, atom 20 (H): 0.298, atom 21 (H): 0.326, atom 22 (H): 0.269, atom 23 (H): 0.316, atom 24 (H): 0.280, atom 25 (H): 0.305, atom 26 (H): 0.270, atom 27 (H): 0.296, atom 28 (H): 0.288, atom 29 (H): 0.291, atom 30 (H): 0.256

3.
The following is a quantum chemistry calculation of a structure of composition C11H11CeClN2O2 in a non-equilibrium geometry, from OMol25.

Structure (XYZ):
```
28
C11H11CeClN2O2 (wB97M-V/def2-TZVPD)
Cl 1.78 -1.71 -2.03
C -0.55 2.29 -1.18
C -1.63 2.08 -0.24
C -2.35 0.90 -0.66
H -1.87 2.71 0.62
C -1.72 0.39 -1.86
C -0.61 1.25 -2.17
H 0.07 1.09 -3.00
H 0.17 3.12 -1.15
H -3.23 0.46 -0.18
C -2.13 -0.82 -2.62
Ce -0.13 0.17 -0.01
C -0.28 -2.50 0.58
O -0.25 -3.60 0.91
C 2.54 0.16 0.74
O 3.65 0.14 1.07
H -2.52 -1.60 -1.96
H -1.28 -1.23 -3.17
H -2.93 -0.58 -3.34
N 0.39 -0.78 4.48
C -0.40 0.38 4.59
C -0.65 0.78 3.31
N -0.03 -0.12 2.42
C 0.59 -1.04 3.17
H 0.75 -1.34 5.24
H -0.70 0.80 5.53
H -1.21 1.63 2.92
H 1.18 -1.87 2.80
```

For the relative energy (zero: lowest compared OMol25 entry of this formula, charge and spin), the calculation gives 16.0 kcal/mol. As for the total charge: +2. The calculation puts the strongest force on any atom at 6.496 eV/Å. The orbital gap (spin up / spin down) is 0.212 / 0.213 Eh. Its LUMO energy (spin up / spin down) is -0.3677 / -0.3671 Eh.

And the natural (NBO) charges, in e, turn out to be: atom 1 (Cl): -0.454, atom 2 (C): -0.299, atom 3 (C): -0.313, atom 4 (C): -0.344, atom 5 (H): 0.295, atom 6 (C): -0.040, atom 7 (C): -0.281, atom 8 (H): 0.319, atom 9 (H): 0.304, atom 10 (H): 0.300, atom 11 (C): -0.659, atom 12 (Ce): 1.562, atom 13 (C): 0.564, atom 14 (O): -0.323, atom 15 (C): 0.565, atom 16 (O): -0.319, atom 17 (H): 0.247, atom 18 (H): 0.282, atom 19 (H): 0.303, atom 20 (N): -0.457, atom 21 (C): -0.018, atom 22 (C): -0.080, atom 23 (N): -0.638, atom 24 (C): 0.246, atom 25 (H): 0.470, atom 26 (H): 0.277, atom 27 (H): 0.240, atom 28 (H): 0.249

4.
The following is a quantum chemistry calculation of a cluster of 11 separate species, C11H11Cl33 in total in a non-equilibrium geometry, from OMol25.

Structure (XYZ):
```
55
C11H11Cl33 (wB97M-V/def2-TZVPD)
C 1.45 -0.94 4.94
Cl -0.03 -1.33 5.84
Cl 2.21 0.53 5.53
Cl 1.10 -0.66 3.22
H 2.24 -1.71 5.10
C -3.94 -1.09 2.44
Cl -4.15 0.57 2.08
Cl -2.40 -1.29 3.35
Cl -3.96 -1.97 0.90
H -4.68 -1.46 3.09
C 2.94 -3.60 -0.25
Cl 3.00 -3.15 -1.93
Cl 4.27 -2.95 0.61
Cl 2.92 -5.35 -0.04
H 2.05 -3.14 0.17
C 2.82 5.75 0.43
Cl 3.54 7.10 1.17
Cl 3.35 4.21 1.14
Cl 3.15 5.65 -1.28
H 1.73 5.87 0.54
C -0.02 -5.54 3.26
Cl -0.10 -3.95 2.53
Cl -0.89 -5.56 4.82
Cl 1.69 -6.09 3.43
H -0.45 -6.27 2.60
C 2.92 0.51 -4.18
Cl 4.08 0.71 -2.89
Cl 1.50 1.49 -3.70
Cl 2.63 -1.16 -4.59
H 3.29 1.00 -5.09
C -0.95 -4.72 -3.03
Cl -2.22 -4.74 -1.82
Cl -1.58 -5.20 -4.60
Cl 0.32 -5.83 -2.51
H -0.46 -3.78 -3.09
C -1.92 5.61 2.95
Cl -1.41 5.08 4.62
Cl -1.73 7.37 2.84
Cl -3.64 5.19 2.69
H -1.33 5.15 2.20
C -1.00 4.38 -3.68
Cl -0.67 4.09 -1.94
Cl -1.58 2.97 -4.34
Cl 0.51 5.01 -4.39
H -1.66 5.22 -3.79
C 0.42 0.42 -0.46
Cl 2.07 0.39 -0.06
Cl -0.52 1.60 0.38
Cl -0.23 -1.25 -0.16
H 0.26 0.53 -1.51
C -2.98 -0.81 -2.63
Cl -1.76 -1.08 -3.85
Cl -4.53 -1.04 -3.26
Cl -2.81 0.80 -1.95
H -2.85 -1.52 -1.85
```

For the relative energy (zero: lowest compared OMol25 entry of this formula, charge and spin), the calculation gives 16.2 kcal/mol. As for the total charge: 0. The calculation puts the strongest force on any atom at 2.522 eV/Å. The orbital gap is 0.407 Eh. Its LUMO energy is 0.0068 Eh.

And the natural (NBO) charges, in e, turn out to be: atom 1 (C): -0.288, atom 2 (Cl): 0.028, atom 3 (Cl): 0.011, atom 4 (Cl): 0.009, atom 5 (H): 0.243, atom 6 (C): -0.280, atom 7 (Cl): 0.055, atom 8 (Cl): 0.001, atom 9 (Cl): -0.004, atom 10 (H): 0.225, atom 11 (C): -0.319, atom 12 (Cl): 0.022, atom 13 (Cl): 0.035, atom 14 (Cl): 0.018, atom 15 (H): 0.239, atom 16 (C): -0.322, atom 17 (Cl): 0.061, atom 18 (Cl): 0.012, atom 19 (Cl): 0.022, atom 20 (H): 0.228, atom 21 (C): -0.262, atom 22 (Cl): 0.030, atom 23 (Cl): 0.017, atom 24 (Cl): -0.010, atom 25 (H): 0.225, atom 26 (C): -0.287, atom 27 (Cl): 0.037, atom 28 (Cl): -0.012, atom 29 (Cl): 0.036, atom 30 (H): 0.231, atom 31 (C): -0.285, atom 32 (Cl): 0.011, atom 33 (Cl): 0.029, atom 34 (Cl): 0.015, atom 35 (H): 0.229, atom 36 (C): -0.239, atom 37 (Cl): 0.000, atom 38 (Cl): 0.014, atom 39 (Cl): 0.009, atom 40 (H): 0.218, atom 41 (C): -0.300, atom 42 (Cl): -0.025, atom 43 (Cl): 0.099, atom 44 (Cl): 0.000, atom 45 (H): 0.230, atom 46 (C): -0.290, atom 47 (Cl): 0.073, atom 48 (Cl): 0.040, atom 49 (Cl): -0.059, atom 50 (H): 0.236, atom 51 (C): -0.321, atom 52 (Cl): 0.013, atom 53 (Cl): 0.059, atom 54 (Cl): 0.015, atom 55 (H): 0.232

5.
The following is a quantum chemistry calculation of the molecule C11H11ClN2 in a non-equilibrium geometry, from OMol25.

Structure (XYZ):
```
25
C11H11ClN2 (wB97M-V/def2-TZVPD)
C 0.23 -1.87 3.13
C -0.69 -0.77 3.20
C 1.10 -1.97 2.11
C -0.68 0.20 2.26
C 1.85 -1.22 -0.04
C 1.11 -1.01 1.01
C 0.19 0.17 1.11
C -0.26 1.97 -1.92
C -0.92 0.69 -2.42
C 0.77 1.39 -0.93
C 0.24 -0.32 -2.37
N 0.08 1.15 0.31
N 1.30 0.27 -1.64
Cl 0.85 -0.65 -4.04
H 0.21 -2.62 3.91
H -1.38 -0.73 4.02
H 1.81 -2.79 2.05
H -1.34 1.05 2.32
H 2.55 -1.84 -0.53
H 0.27 2.47 -2.73
H -0.95 2.66 -1.44
H -1.69 0.38 -1.71
H -1.35 0.77 -3.41
H 1.58 2.10 -0.70
H -0.06 -1.31 -2.00
```

For the relative energy (zero: lowest compared OMol25 entry of this formula, charge and spin), the calculation gives 67.7 kcal/mol. As for the total charge: 0. The calculation puts the strongest force on any atom at 4.460 eV/Å. The orbital gap is 0.284 Eh. Its LUMO energy is -0.0306 Eh.

And the natural (NBO) charges, in e, turn out to be: atom 1 (C): -0.201, atom 2 (C): -0.228, atom 3 (C): -0.184, atom 4 (C): -0.129, atom 5 (C): 0.132, atom 6 (C): -0.222, atom 7 (C): 0.189, atom 8 (C): -0.404, atom 9 (C): -0.440, atom 10 (C): 0.037, atom 11 (C): -0.050, atom 12 (N): -0.380, atom 13 (N): -0.426, atom 14 (Cl): -0.106, atom 15 (H): 0.220, atom 16 (H): 0.218, atom 17 (H): 0.216, atom 18 (H): 0.220, atom 19 (H): 0.221, atom 20 (H): 0.215, atom 21 (H): 0.229, atom 22 (H): 0.216, atom 23 (H): 0.235, atom 24 (H): 0.211, atom 25 (H): 0.209

6.
The following is a quantum chemistry calculation of the molecule C11H11ClN2S in a non-equilibrium geometry, from OMol25.

Structure (XYZ):
```
26
C11H11ClN2S (wB97M-V/def2-TZVPD)
C -2.07 0.57 0.28
C -1.41 -0.45 -0.38
C -1.05 1.39 0.78
C 0.00 -0.36 -0.22
C -1.09 2.65 1.46
C 0.12 3.19 1.84
C 1.27 2.40 1.54
C 1.09 -2.56 0.05
C 1.21 -1.21 -0.57
C -2.13 -1.62 -1.04
C 1.79 -1.01 -1.90
N 1.38 1.37 0.83
N 0.19 0.83 0.48
S 2.40 -1.55 0.73
Cl 2.73 3.02 2.09
H -3.12 0.90 0.20
H -1.97 3.11 1.71
H 0.22 4.09 2.42
H 0.21 -2.63 0.85
H 1.46 -3.51 -0.49
H -3.20 -1.78 -0.77
H -2.16 -1.38 -2.17
H -1.59 -2.58 -0.87
H 2.40 -1.92 -2.06
H 2.18 0.00 -2.02
H 1.13 -0.96 -2.77
```

For the relative energy (zero: lowest compared OMol25 entry of this formula, charge and spin), the calculation gives 0.0 kcal/mol. As for the total charge: 0. The calculation puts the strongest force on any atom at 4.101 eV/Å. The orbital gap is 0.305 Eh. Its LUMO energy is 0.0135 Eh.

And the natural (NBO) charges, in e, turn out to be: atom 1 (C): -0.290, atom 2 (C): -0.043, atom 3 (C): 0.079, atom 4 (C): 0.105, atom 5 (C): -0.120, atom 6 (C): -0.297, atom 7 (C): 0.148, atom 8 (C): -0.510, atom 9 (C): -0.187, atom 10 (C): -0.638, atom 11 (C): -0.622, atom 12 (N): -0.234, atom 13 (N): -0.124, atom 14 (S): 0.175, atom 15 (Cl): 0.047, atom 16 (H): 0.232, atom 17 (H): 0.219, atom 18 (H): 0.238, atom 19 (H): 0.246, atom 20 (H): 0.237, atom 21 (H): 0.226, atom 22 (H): 0.218, atom 23 (H): 0.221, atom 24 (H): 0.225, atom 25 (H): 0.234, atom 26 (H): 0.217